(1)
120
Properties=species:S:1:pos:R:3:forces:R:3 method="wB97M-V/def2-TZVPD" de_lowest_kcal_mol=129.3 energy_ev=-52877.6165 homo_ev=-9.63 smiles=CC(C)O.CC(C)O.CC(C)O.CC(C)O.CC(C)O.CC(C)O.CC(C)O.CC(C)O.CC(C)O.CC(C)O lumo_ev=0.169 total_charge=0
H 5.827640 5.314990 -25.451910 0.0 0.2 -0.2
H 18.584330 10.987270 -15.825100 -0.5 -0.1 -0.1
C 19.116730 9.248360 -26.635100 -1.1 -1.2 0.8
H 19.323400 9.283850 -17.560290 0.4 0.1 0.4
H 12.854900 9.504670 -30.823340 0.4 -0.5 -0.3
H 6.177200 5.605960 -23.774200 0.2 0.1 0.2
H 11.393700 0.197980 -14.298590 0.1 0.3 -0.1
H 17.819740 -2.503680 -16.915770 0.0 -0.4 0.5
O 22.523770 2.915190 -19.683760 -1.6 0.2 -0.9
O 8.631160 6.896510 -24.417630 0.8 1.3 1.2
C 6.359910 5.987170 -24.778880 0.5 0.6 0.2
C 21.356230 4.236940 -21.498080 -0.5 -0.9 0.3
C 11.223810 -0.459520 -15.151190 0.7 1.6 0.2
H 7.685130 5.054810 -17.058060 0.2 0.1 -0.1
C 13.189830 3.724560 -21.191410 0.4 -0.4 -0.3
H 19.398860 -1.797360 -16.983630 0.4 -0.3 0.0
O 17.378400 9.584110 -17.802640 -1.1 -0.2 0.2
H 21.859760 2.197740 -21.636760 0.2 -0.5 0.5
C 18.819900 -2.657050 -17.321040 -1.3 0.3 -0.4
H 10.433870 -3.793010 -15.127110 0.0 -0.1 0.0
H 18.492080 11.384750 -19.482600 0.5 0.5 -0.3
C 18.668510 10.111310 -17.833280 1.8 0.1 -0.2
H 20.137690 10.559530 -19.392960 -0.1 0.4 0.0
C 7.026030 4.261030 -16.706500 0.0 1.0 -0.3
H 18.052720 9.830290 -29.345630 0.3 0.9 -0.8
C 16.696420 9.944990 -26.958160 -0.1 -0.9 1.7
H 7.503850 3.273160 -18.405580 -0.1 -1.2 -0.5
H 11.989500 -2.973640 -15.411140 0.0 -0.2 0.3
O 10.879830 7.075960 -32.186620 0.7 0.3 -0.3
H 20.316860 3.964890 -21.314220 -0.1 0.3 0.7
H 11.939470 9.508860 -32.360540 0.0 0.0 0.1
H 9.344030 4.265030 -25.092440 0.3 0.6 -0.1
H 18.078020 -3.493060 -19.145500 -0.4 -0.1 0.0
C 18.593040 -2.593630 -18.808030 1.7 0.0 -1.3
C 19.932710 -2.510110 -19.539710 0.3 -1.6 1.0
H 18.666010 9.779860 -20.012460 0.2 -0.4 0.3
C 11.760820 6.940210 -30.014300 1.2 -1.3 -0.3
H 10.724610 -1.743150 -13.614410 -0.3 -0.5 0.2
C 7.876650 6.007060 -25.125650 -1.6 -2.1 -0.5
H 11.423840 5.550030 -20.511900 0.5 -0.3 0.2
H 16.533810 9.413620 -26.020450 -0.4 -0.2 0.2
H 11.181280 9.332980 -30.745270 -0.4 0.4 -0.3
H 23.843340 3.475760 -22.764770 -0.6 0.3 -0.2
C 10.905960 -2.874790 -15.476530 -0.2 0.1 0.3
H 12.306870 7.340360 -29.160010 -0.3 0.6 -0.1
C 22.269810 3.061570 -21.113530 3.2 2.2 -0.5
H 20.071970 9.119740 -27.144100 -0.1 0.6 0.1
O 5.861290 2.297040 -17.361270 -0.2 -0.1 -1.1
H 17.482670 8.696690 -17.451610 -0.5 0.0 0.0
H 24.377150 2.544010 -21.487080 0.1 -0.2 0.3
H 13.841190 5.628060 -20.417210 -0.1 -0.3 0.5
H 5.945920 6.994100 -24.831840 -0.1 0.0 -0.1
H 6.127440 5.123190 -19.202920 0.3 -0.2 -0.3
H 12.248050 12.252670 -23.117530 0.1 0.3 0.3
H 11.321920 10.804470 -22.968310 -0.6 0.0 -0.3
H 16.866690 10.970540 -26.630530 0.5 0.1 -0.3
C 17.945060 9.325760 -27.613050 -0.5 1.5 1.6
H 19.205490 -3.647490 -17.079290 0.2 0.3 0.4
H 10.702140 -2.766550 -16.541820 -0.3 0.2 0.0
H 10.482290 12.308140 -26.426480 0.0 -0.2 -0.2
H 10.158200 13.453400 -24.436890 0.2 0.0 0.7
H 20.597650 -1.958500 -18.875120 0.2 0.6 -0.7
H 6.238540 4.793430 -16.173100 -0.3 -0.4 0.1
H 10.655000 0.128290 -15.871630 0.0 -0.2 -0.2
H 12.256190 5.976690 -30.134000 0.0 -0.5 0.3
O 9.202100 11.654240 -24.320840 -1.4 0.9 0.4
C 23.741310 3.407690 -21.681690 -0.6 -1.5 -0.3
H 10.969670 6.133260 -32.029040 -0.6 -0.3 -0.4
H 10.729870 6.663020 -29.794310 -0.1 0.7 0.1
H 13.429320 5.801950 -23.326590 -0.2 -0.8 -0.3
H 7.941070 6.300740 -26.173360 0.1 -0.2 -0.3
C 8.304440 4.552090 -24.934530 0.1 -0.6 -0.8
H 19.914340 11.538560 -16.673070 0.2 0.0 -0.6
H 23.197870 2.246890 -19.540390 0.0 -0.1 -0.3
H 19.005840 10.045410 -25.899900 0.7 0.5 -0.5
H 12.929290 7.179430 -31.786360 0.0 -0.2 -0.4
H 12.044700 12.463920 -25.658510 0.3 -0.3 -0.3
H 11.212050 10.871710 -25.671630 0.1 0.0 0.2
H 21.313870 4.310100 -22.584800 0.6 0.1 -0.1
H 7.621520 3.679980 -16.002320 -0.2 -0.2 0.0
H 19.861690 -2.219220 -20.587770 0.1 0.4 0.2
H 7.763320 3.998660 -25.701990 -0.1 -0.3 0.1
O 18.304010 10.302900 -28.548710 0.4 -0.4 -2.1
C 14.103200 5.669740 -22.480130 -1.3 1.2 -0.5
H 21.638340 5.196840 -21.065530 -0.1 -0.2 0.1
H 8.037530 4.116640 -23.971590 -0.3 0.3 0.2
O 11.975500 5.806320 -21.254580 0.3 0.5 -1.1
H 17.739630 8.360760 -28.076380 0.0 -0.1 0.0
H 14.404180 6.714370 -22.400980 0.4 0.0 0.6
H 12.657290 3.293420 -20.343700 -0.1 0.3 0.1
C 10.469000 -1.637020 -14.668690 0.1 -0.6 -1.0
H 14.223850 3.382210 -21.150150 -0.1 -0.5 -0.1
O 9.080410 -1.309360 -14.829160 0.4 -0.7 0.4
H 18.339510 12.188950 -17.119550 -0.1 -0.1 -0.1
H 18.080870 -1.217980 -20.072840 0.0 -0.1 0.0
H 20.345190 -3.519040 -19.535490 0.2 -0.2 -0.2
H 9.378170 10.730950 -24.516130 0.2 0.0 0.0
H 4.816200 4.590140 -18.254870 -0.5 -0.2 -0.2
C 18.868360 11.278930 -16.836220 0.2 -0.5 0.1
H 10.701020 12.326510 -22.207870 0.3 -0.3 0.3
H 24.277910 4.250090 -21.245200 -0.7 0.2 0.3
H 5.270920 3.616110 -19.712560 0.0 0.1 0.1
H 12.699200 3.408590 -22.112040 0.1 -0.4 0.0
H 12.207760 -0.699000 -15.554430 -0.1 -0.1 -0.1
O 17.902930 -1.433780 -19.154490 -1.3 1.0 0.4
H 8.636180 -2.017420 -14.357020 -0.6 0.0 0.0
H 6.465690 1.673960 -16.951290 0.2 0.1 0.0
H 9.232090 6.419670 -23.840470 0.0 0.1 0.1
H 14.976200 5.089090 -22.778150 -0.3 -0.3 0.4
C 12.027890 9.055500 -31.373250 -1.1 0.4 0.3
H 15.735260 9.972620 -27.471480 0.3 -0.4 -0.6
C 11.223220 11.886330 -23.057360 -0.2 2.1 -1.1
C 5.630130 4.211130 -18.872920 0.3 -0.1 1.5
C 11.975820 7.553030 -31.412980 0.2 0.4 1.4
C 6.549080 3.423000 -17.901540 0.2 1.2 0.8
C 13.284700 5.209610 -21.255850 0.2 0.8 0.6
C 11.085100 11.951320 -25.591380 0.9 1.2 -0.9
C 19.057590 10.477090 -19.271760 -0.9 0.3 0.3
H 18.995880 8.379060 -25.988720 0.0 -0.4 -0.1
C 10.424860 12.401260 -24.336900 0.1 -3.6 0.9


(2)
19
Properties=species:S:1:pos:R:3:forces:R:3 method="wB97M-V/def2-TZVPD" de_lowest_kcal_mol=35.6 energy_ev=-12867.6756 homo_ev=-13.41 lumo_ev=-3.710 total_charge=+1
C 0.872026 0.157228 0.117188 -3.1 -3.5 1.3
C 2.096649 -0.659362 -0.324656 -3.0 -1.5 -0.2
H 1.283457 1.354857 -1.328480 -1.8 1.3 1.0
C -0.692614 -0.673109 -0.228295 3.5 4.4 0.5
C -1.851870 0.301653 0.086664 -0.1 -1.9 -0.1
H 2.327002 -1.495160 0.376205 -0.6 0.5 -0.6
H -3.204163 -1.195479 0.413206 0.0 -2.6 -0.1
N -3.018553 -0.253073 0.388148 -0.9 4.9 1.8
O -1.674024 1.535038 0.048668 -0.2 0.3 0.3
H -0.208346 -2.461118 -1.023862 0.3 0.7 0.3
O 0.754166 0.230624 1.498100 2.2 0.1 1.4
H 1.904564 -1.045804 -1.344604 0.5 0.1 0.5
H 1.241001 2.202713 0.156829 -0.8 -1.5 -1.0
H 1.674519 0.150117 1.912347 -1.9 0.2 -0.6
H 2.888602 -0.019811 -0.294967 2.6 1.7 -0.3
N 0.694431 1.479337 -0.433687 3.8 1.5 -1.1
N -0.880738 -1.750071 -0.733063 -1.5 -3.0 -0.9
H -0.520874 1.754960 -0.238844 -0.2 -0.5 -0.5
H -3.685238 0.386463 0.953112 1.3 -1.5 -1.7